Model w:
ORCA calculation (ωB97M-V/def2-TZVPD) on a single C4H3NO molecule.

The geometry in ORCA input format:
```
! wB97M-V def2-TZVPD RIJCOSX def2/J DEFGRID3
* xyz 0 1
C 2.075 0.315 -0.182
C 0.884 0.149 -0.278
C -0.581 -0.044 -0.297
O -1.237 1.174 -0.472
C -1.122 -1.154 0.883
N -1.507 -2.012 1.579
H 3.140 0.395 -0.061
H -0.949 -0.743 -1.025
H -0.702 1.921 -0.148
*
```

* lowest unoccupied orbital energy: 0.017 hartree
* frontier orbital gap: 11.596 eV

=====

Model x:
ORCA calculation (ωB97M-V/def2-TZVPD) on a single C4H3NO molecule.

The geometry in ORCA input format:
```
! wB97M-V def2-TZVPD RIJCOSX def2/J DEFGRID3
* xyz 0 1
C 2.250 -0.275 0.018
C -0.027 1.703 0.234
C -0.058 0.313 0.417
C 1.026 -0.092 -0.573
N 3.320 -0.609 0.256
O 0.297 2.763 -0.262
H 0.148 0.153 1.449
H -1.200 0.026 0.442
H 0.921 -0.071 -1.670
*
```

* lowest unoccupied orbital energy (alpha / beta): -0.034 / -0.023 hartree
* frontier orbital gap (alpha / beta): 6.871 / 7.450 eV

=====

Order of stability, best first: model w, model x

=====

Model w:
ORCA calculation (ωB97M-V/def2-TZVPD) on a gas-phase ion, CH3O2Si (charge -1).

The geometry in ORCA input format:
```
! wB97M-V def2-TZVPD RIJCOSX def2/J DEFGRID3
* xyz -1 1
O 1.492 -0.668 2.679
C 0.396 -1.076 2.030
O -0.449 -1.949 2.281
Si 0.099 -0.222 0.352
H 0.994 1.012 0.362
H 0.446 -1.262 -0.656
H -1.094 0.284 -0.240
*
```

* lowest unoccupied orbital energy: 0.157 hartree
* frontier orbital gap: 7.891 eV

=====

Model x:
ORCA calculation (ωB97M-V/def2-TZVPD) on a gas-phase ion, CH3O2Si (charge -1).

The geometry in ORCA input format:
```
! wB97M-V def2-TZVPD RIJCOSX def2/J DEFGRID3
* xyz -1 1
O 1.728 0.875 0.262
C 1.135 -0.160 -0.051
O 1.676 -1.307 -0.376
Si -0.765 0.057 -0.038
H -1.288 -1.182 -0.065
H -1.185 0.819 1.309
H -1.303 0.899 -1.041
*
```

* lowest unoccupied orbital energy: 0.154 hartree
* frontier orbital gap: 7.786 eV

=====

Order of stability, best first: model w, model x

=====

Model w:
ORCA calculation (ωB97M-V/def2-TZVPD) on 2 unconnected molecules or ions with the total composition C6H16NO.

The geometry in ORCA input format:
```
! wB97M-V def2-TZVPD RIJCOSX def2/J DEFGRID3
* xyz 1 1
C 0.733 1.235 0.363
C 0.242 -0.143 -0.184
C -1.101 -0.215 -0.803
C -2.259 -0.667 -0.346
C -2.517 -1.418 0.942
C -1.185 0.521 -2.184
N 2.217 1.405 0.306
H 0.413 1.348 1.429
H 0.182 1.975 -0.262
H 0.962 -0.460 -0.929
H 0.304 -0.905 0.570
H -3.167 -0.690 -0.932
H -3.382 -1.093 1.356
H -2.828 -2.382 0.708
H -1.877 -1.496 1.810
H -1.275 1.612 -2.101
H -1.884 0.075 -2.780
H -0.236 0.365 -2.763
H 2.670 1.879 -0.502
H 2.782 1.740 1.074
H 2.508 0.456 0.215
H 2.294 -1.028 2.185
H 3.554 -1.245 1.502
O 2.847 -0.868 1.325
*
```

* lowest unoccupied orbital energy: -0.125 hartree
* frontier orbital gap: 8.985 eV

=====

Model x:
ORCA calculation (ωB97M-V/def2-TZVPD) on a gas-phase ion, C6H16NO (charge +1).

The geometry in ORCA input format:
```
! wB97M-V def2-TZVPD RIJCOSX def2/J DEFGRID3
* xyz 1 1
C 0.673 0.278 2.965
C 0.207 -0.846 2.026
C 1.246 -1.047 0.914
C 1.213 -0.027 -0.291
C -0.181 0.384 -0.684
N -0.213 1.839 -1.294
C -0.717 -0.487 -1.785
O -2.134 -0.416 -1.666
H 1.607 -0.015 3.427
H 0.868 1.119 2.283
H -0.025 0.589 3.743
H -0.786 -0.673 1.620
H 0.191 -1.791 2.571
H 2.232 -1.036 1.348
H 1.066 -2.018 0.457
H 1.755 0.811 0.153
H 1.800 -0.500 -1.082
H -0.863 0.497 0.154
H -0.036 2.442 -0.494
H 0.594 2.047 -1.888
H -1.123 1.839 -1.746
H -0.443 -0.183 -2.802
H -0.371 -1.522 -1.784
H -2.614 -0.970 -2.291
*
```

* lowest unoccupied orbital energy: -0.123 hartree
* frontier orbital gap: 11.323 eV

=====

Order of stability, best first: model x, model w

=====

Model w:
ORCA calculation (ωB97M-V/def2-TZVPD) on a gas-phase ion, CH4NO2Si (charge -1).

The geometry in ORCA input format:
```
! wB97M-V def2-TZVPD RIJCOSX def2/J DEFGRID3
* xyz -1 1
N 1.387 -0.456 -0.249
Si 0.073 0.486 0.591
C -1.408 0.185 -0.527
O -1.483 -1.052 -0.669
O -2.039 1.185 -0.870
H 0.881 -0.979 -1.039
H 1.801 -1.163 0.345
H 0.645 1.794 0.445
H 0.143 -0.002 1.973
*
```

* lowest unoccupied orbital energy: 0.156 hartree
* frontier orbital gap: 7.628 eV

=====

Model x:
ORCA calculation (ωB97M-V/def2-TZVPD) on a gas-phase ion, CH4NO2Si (charge -1).

The geometry in ORCA input format:
```
! wB97M-V def2-TZVPD RIJCOSX def2/J DEFGRID3
* xyz -1 1
N -0.266 0.932 0.018
Si -0.281 -0.762 0.008
C -1.585 -1.677 -1.651
O -1.824 -2.847 -1.453
O -1.707 -0.987 -2.616
H -0.032 1.467 -0.911
H 0.136 1.472 0.802
H -0.576 -0.844 1.650
H 1.024 -1.402 -0.256
*
```

* lowest unoccupied orbital energy: 0.153 hartree
* frontier orbital gap: 7.126 eV

=====

Order of stability, best first: model w, model x

=====

Model w:
ORCA calculation (ωB97M-V/def2-TZVPD) on 2 unconnected molecules or ions with the total composition H4O2.

The geometry in ORCA input format:
```
! wB97M-V def2-TZVPD RIJCOSX def2/J DEFGRID3
* xyz 0 1
O 1.238 -0.019 0.090
H 1.019 0.728 -0.536
H 2.159 -0.259 -0.201
O -1.385 -0.032 -0.087
H -1.310 0.628 0.624
H -0.687 -0.688 0.091
*
```

* lowest unoccupied orbital energy: 0.027 hartree
* frontier orbital gap: 11.754 eV

=====

Model x:
ORCA calculation (ωB97M-V/def2-TZVPD) on 2 unconnected molecules or ions with the total composition H4O2.

The geometry in ORCA input format:
```
! wB97M-V def2-TZVPD RIJCOSX def2/J DEFGRID3
* xyz 0 1
O 1.272 -0.222 -0.092
H 2.059 -0.112 0.390
H 0.775 0.560 -0.266
O -1.775 -0.209 -0.039
H -1.443 0.700 0.076
H -0.887 -0.717 -0.069
*
```

* lowest unoccupied orbital energy: 0.022 hartree
* frontier orbital gap: 11.976 eV

=====

Order of stability, best first: model w, model x

=====

Model w:
ORCA calculation (ωB97M-V/def2-TZVPD) on 2 unconnected molecules or ions with the total composition H4O2.

The geometry in ORCA input format:
```
! wB97M-V def2-TZVPD RIJCOSX def2/J DEFGRID3
* xyz 0 1
O 0.196 -1.598 -0.394
H 1.050 -2.088 -0.264
H -0.086 -1.812 -1.339
O -0.038 1.902 0.380
H -0.689 2.513 0.860
H -0.432 1.084 0.756
*
```

* lowest unoccupied orbital energy: 0.032 hartree
* frontier orbital gap: 12.132 eV

=====

Model x:
ORCA calculation (ωB97M-V/def2-TZVPD) on 2 unconnected molecules or ions with the total composition H4O2.

The geometry in ORCA input format:
```
! wB97M-V def2-TZVPD RIJCOSX def2/J DEFGRID3
* xyz 0 1
O -1.181 -0.567 -1.343
H -1.968 -0.823 -0.866
H -0.779 0.290 -0.985
O 1.185 0.658 0.815
H 0.865 -0.282 0.894
H 1.878 0.725 1.485
*
```

* lowest unoccupied orbital energy: 0.029 hartree
* frontier orbital gap: 12.257 eV

=====

Order of stability, best first: model x, model w

=====

Model w:
ORCA calculation (ωB97M-V/def2-TZVPD) on 2 unconnected molecules or ions with the total composition H4O2.

The geometry in ORCA input format:
```
! wB97M-V def2-TZVPD RIJCOSX def2/J DEFGRID3
* xyz 0 1
O -1.651 0.483 -0.241
H -2.106 -0.274 -0.516
H -0.652 0.301 -0.222
O 1.160 -0.033 0.160
H 1.655 -0.762 -0.123
H 1.595 0.285 0.941
*
```

* lowest unoccupied orbital energy: 0.024 hartree
* frontier orbital gap: 11.357 eV

=====

Model x:
ORCA calculation (ωB97M-V/def2-TZVPD) on 2 unconnected molecules or ions with the total composition H4O2.

The geometry in ORCA input format:
```
! wB97M-V def2-TZVPD RIJCOSX def2/J DEFGRID3
* xyz 0 1
O -1.743 -0.054 0.131
H -0.944 -0.105 -0.330
H -2.091 0.841 -0.057
O 1.480 0.170 0.035
H 2.242 -0.238 0.542
H 1.055 -0.615 -0.322
*
```

* lowest unoccupied orbital energy: 0.027 hartree
* frontier orbital gap: 12.181 eV

=====

Model y:
ORCA calculation (ωB97M-V/def2-TZVPD) on 2 unconnected molecules or ions with the total composition H4O2.

The geometry in ORCA input format:
```
! wB97M-V def2-TZVPD RIJCOSX def2/J DEFGRID3
* xyz 0 1
O 0.314 1.075 0.033
H -0.140 1.197 -0.800
H 0.560 1.959 0.304
O -0.351 -1.540 -0.198
H 0.066 -0.706 0.018
H -0.449 -1.985 0.643
*
```

* lowest unoccupied orbital energy: 0.026 hartree
* frontier orbital gap: 11.601 eV

=====

Model z:
ORCA calculation (ωB97M-V/def2-TZVPD) on 2 unconnected molecules or ions with the total composition H4O2.

The geometry in ORCA input format:
```
! wB97M-V def2-TZVPD RIJCOSX def2/J DEFGRID3
* xyz 0 1
O -1.167 0.469 0.123
H -2.089 0.334 0.401
H -0.596 -0.193 0.428
O 1.082 -0.296 -0.654
H 1.286 -0.846 0.128
H 1.484 0.532 -0.426
*
```

* lowest unoccupied orbital energy: 0.030 hartree
* frontier orbital gap: 11.899 eV

=====

Order of stability, best first: model y, model w, model x, model z

=====

Model w:
ORCA calculation (ωB97M-V/def2-TZVPD) on 2 unconnected molecules or ions with the total composition H4O2.

The geometry in ORCA input format:
```
! wB97M-V def2-TZVPD RIJCOSX def2/J DEFGRID3
* xyz 0 1
O -1.214 0.071 0.218
H -2.136 0.296 0.343
H -0.941 -0.297 1.058
O 1.453 0.193 -0.864
H 2.162 -0.270 -0.418
H 0.676 0.006 -0.337
*
```

* lowest unoccupied orbital energy: 0.023 hartree
* frontier orbital gap: 11.657 eV

=====

Model x:
ORCA calculation (ωB97M-V/def2-TZVPD) on 2 unconnected molecules or ions with the total composition H4O2.

The geometry in ORCA input format:
```
! wB97M-V def2-TZVPD RIJCOSX def2/J DEFGRID3
* xyz 0 1
O 0.334 0.914 -1.023
H 0.160 0.279 -1.724
H 0.101 0.392 -0.234
O -0.412 -0.751 0.977
H 0.260 -1.324 0.482
H 0.106 -0.652 1.842
*
```

* lowest unoccupied orbital energy: 0.019 hartree
* frontier orbital gap: 11.462 eV

=====

Order of stability, best first: model w, model x